Record 1
A cluster of 6 separate species, C33H33N3O6 in total at a distorted geometry, computed with the ωB97M-V functional and the def2-TZVPD basis.

Cartesian coordinates (Å):
O1 -30.178 8.559 11.712
O2 -41.445 17.271 9.599
O3 -31.122 13.877 10.165
O4 -39.025 14.840 10.350
O5 -34.722 11.293 11.221
O6 -39.578 21.735 12.497
N1 -38.338 6.593 12.906
N2 -42.231 13.893 9.545
N3 -33.145 9.621 13.894
C1 -38.242 12.936 11.553
C2 -31.040 12.553 10.466
C3 -38.992 7.188 10.695
C4 -39.669 18.741 10.389
C5 -42.066 12.678 9.194
C6 -30.521 9.876 11.299
C7 -38.023 14.033 10.689
C8 -41.917 18.827 11.486
C9 -34.900 7.948 13.945
C10 -32.266 8.638 14.172
C11 -35.755 12.140 11.164
C12 -32.555 7.270 14.458
C13 -30.549 12.243 11.719
C14 -40.130 20.523 12.067
C15 -39.385 8.770 12.486
C16 -39.384 8.500 11.124
C17 -36.763 14.179 10.081
C18 -38.329 6.322 11.659
C19 -34.408 9.260 13.700
C20 -41.056 18.259 10.516
C21 -41.439 20.072 12.342
C22 -31.550 11.489 9.741
C23 -37.005 11.887 11.793
C24 -39.397 19.900 11.045
C25 -30.219 10.972 12.134
C26 -42.680 14.171 10.808
C27 -42.190 11.545 10.022
C28 -33.915 6.929 14.277
C29 -35.664 13.278 10.246
C30 -42.488 11.929 11.386
C31 -31.259 10.101 10.188
C32 -42.689 13.161 11.764
C33 -38.883 7.776 13.350
H1 -39.855 14.456 10.451
H2 -37.862 5.643 11.372
H3 -42.594 11.330 12.162
H4 -31.706 9.336 9.552
H5 -36.539 15.041 9.435
H6 -35.097 10.052 13.315
H7 -40.672 16.778 9.326
H8 -39.768 9.755 12.853
H9 -41.695 12.463 8.203
H10 -37.355 11.111 12.440
H11 -38.357 20.285 10.814
H12 -38.993 18.589 9.749
H13 -35.813 7.833 13.655
H14 -30.800 7.881 11.546
H15 -43.041 15.242 11.236
H16 -42.924 13.294 12.603
H17 -39.807 9.207 10.572
H18 -39.186 12.587 11.897
H19 -34.710 13.366 9.652
H20 -31.135 8.866 14.077
H21 -40.279 22.292 12.813
H22 -42.089 20.301 13.109
H23 -31.809 6.527 14.657
H24 -30.719 14.554 10.859
H25 -41.882 10.628 9.687
H26 -38.927 6.989 9.697
H27 -38.557 7.994 14.228
H28 -30.178 13.054 12.475
H29 -42.856 18.555 11.823
H30 -29.754 10.789 13.145
H31 -31.937 11.308 8.707
H32 -33.909 11.612 10.863
H33 -34.386 6.033 14.600

The energy above the lowest of the compared OMol25 structures with the same formula, charge and spin is 286.5 kcal per mole. The spin multiplicity is 1. Its structure (SMILES) is Oc1ccc(O)cc1.Oc1ccc(O)cc1.Oc1ccc(O)cc1.c1ccncc1.c1ccncc1.c1ccncc1. The HOMO energy comes out at -8.10 eV. The value obtained for the electronic energy is -1892.5818 a.u. The calculation puts the molar mass at 567.642 u.

Here are the Löwdin charges for atoms 1 to 8, given in e: O 0.008; O 0.006; O 0.003; O 0.062; O 0.037; O 0.022; N 0.074; N 0.056

Record 2
A structure of composition C26H48Br9F6N5O9 at a distorted geometry, computed with the ωB97M-V functional and the def2-TZVPD basis.

Cartesian coordinates (Å):
Br1 0.172 9.886 -11.541
Br2 0.978 15.474 -10.166
Br3 -0.956 9.002 -8.452
Br4 -0.205 17.468 -12.498
Br5 -1.221 14.404 -12.398
Br6 -2.160 7.888 -11.240
Br7 -9.422 9.990 -11.581
Br8 -7.884 12.867 -11.111
Br9 -8.679 11.846 -14.197
F1 -10.013 14.689 -13.701
F2 -6.382 13.833 -15.671
F3 -8.059 15.204 -12.940
F4 -5.171 14.791 -17.170
F5 -7.158 15.590 -16.624
F6 -8.953 16.339 -14.621
O1 -4.435 14.086 -13.494
O2 -2.351 17.089 -8.234
O3 -10.574 17.620 -12.784
O4 -9.454 16.390 -11.078
O5 -7.303 14.136 -19.122
O6 -1.106 14.780 -17.098
O7 -3.527 12.748 -9.034
O8 -5.498 8.532 -13.618
O9 -7.415 12.353 -17.792
N1 -1.783 19.177 -8.684
N2 -7.277 7.337 -14.530
N3 -2.681 11.755 -7.206
N4 -4.354 12.689 -11.770
N5 -2.540 15.139 -15.455
C1 -4.722 15.076 -11.342
C2 -7.984 8.409 -15.165
C3 -9.850 17.371 -10.076
C4 -10.562 16.605 -9.020
C5 -4.061 11.437 -12.469
C6 -0.348 18.992 -8.784
C7 -2.503 12.910 -16.477
C8 -1.354 9.442 -10.364
C9 -2.004 14.343 -16.385
C10 -0.584 15.922 -11.363
C11 -3.891 10.962 -6.979
C12 -1.411 13.545 -8.332
C13 -4.156 18.471 -8.734
C14 -7.801 11.439 -18.831
C15 -8.254 11.342 -12.312
C16 -2.659 18.159 -8.461
C17 -2.612 12.667 -8.187
C18 -4.492 13.913 -12.296
C19 -8.492 10.153 -18.272
C20 -6.457 14.457 -16.889
C21 -5.522 6.130 -13.320
C22 -6.094 7.470 -13.816
C23 -9.207 15.679 -13.483
C24 -2.138 16.554 -15.149
C25 -7.053 13.588 -18.058
C26 -9.826 16.679 -12.404
H1 -1.387 16.196 -10.679
H2 -7.570 9.403 -14.993
H3 -4.315 12.650 -10.762
H4 -10.449 18.167 -10.519
H5 -4.686 11.707 -6.955
H6 -2.984 11.278 -12.520
H7 -6.983 11.238 -19.523
H8 -4.523 17.738 -9.452
H9 -6.305 5.470 -12.946
H10 -0.850 13.162 -9.184
H11 -1.863 14.516 -8.538
H12 -8.961 17.883 -9.707
H13 -1.719 12.180 -16.276
H14 -8.523 11.891 -19.512
H15 -4.387 11.366 -13.507
H16 -8.019 8.240 -16.241
H17 0.058 18.251 -9.472
H18 -2.623 17.292 -15.788
H19 -11.559 16.396 -9.407
H20 -1.057 16.619 -15.273
H21 -3.783 10.341 -6.089
H22 -0.011 19.980 -9.098
H23 -4.504 10.624 -11.894
H24 -4.209 19.408 -9.289
H25 -7.739 9.368 -18.196
H26 -4.891 6.383 -12.468
H27 -3.005 12.748 -17.431
H28 -7.684 6.427 -14.690
H29 -2.410 17.013 -14.199
H30 -8.933 10.436 -17.317
H31 -7.259 10.915 -12.436
H32 -3.238 14.731 -14.851
H33 0.041 18.765 -7.791
H34 -10.759 17.240 -8.156
H35 -3.299 12.722 -15.757
H36 -8.998 8.429 -14.766
H37 -4.694 18.452 -7.786
H38 -4.151 10.322 -7.822
H39 -5.075 5.531 -14.113
H40 -1.952 11.626 -6.519
H41 -5.781 15.308 -11.451
H42 -2.134 10.202 -10.379
H43 -4.533 14.729 -10.326
H44 -2.140 20.121 -8.721
H45 -9.359 10.019 -18.920
H46 -0.847 13.632 -7.404
H47 -10.122 15.662 -8.693
H48 -4.154 15.959 -11.637

The energy above the lowest of the compared OMol25 structures with the same formula, charge and spin is 57.2 kcal per mole. The spin multiplicity is 1. The HOMO energy comes out at -8.45 eV. The value obtained for the electronic energy is -25735.7573 a.u. The calculation puts the molar mass at 1407.820 u.

Here are the Löwdin charges for atoms 1 to 8, given in e: Br 0.538; Br 0.550; Br 0.539; Br 0.630; Br 0.699; Br 0.532; Br 0.589; Br 0.648

Record 3
A cluster of 7 separate species, C26H33FN7O2 in total at a distorted geometry, computed with the ωB97M-V functional and the def2-TZVPD basis.

Cartesian coordinates (Å):
F1 2.578 -2.299 -5.149
O1 1.402 1.097 -2.381
O2 3.086 -0.145 -1.593
N1 1.235 -3.584 -8.771
N2 5.666 1.074 -2.328
N3 2.839 -1.280 -4.230
N4 -0.646 1.926 5.157
N5 -3.126 1.267 -2.663
N6 -0.244 0.446 0.214
N7 -4.260 0.300 8.917
C1 -0.551 1.507 7.332
C2 -6.297 -0.254 9.589
C3 -1.333 0.759 2.117
C4 -1.361 1.005 0.767
C5 -2.224 1.925 -3.460
C6 7.581 0.879 -3.426
C7 -1.949 -0.291 -3.709
C8 0.502 -0.147 1.191
C9 -1.735 2.239 7.061
C10 -1.762 2.485 5.711
C11 -4.290 0.489 10.271
C12 -0.810 -4.087 -8.081
C13 -5.477 -0.158 8.494
C14 2.089 0.029 -2.321
C15 6.413 2.171 -2.007
C16 -0.003 -4.001 -9.186
C17 7.612 2.079 -2.671
C18 -0.028 -3.712 -6.956
C19 0.100 1.332 6.137
C20 -5.543 0.157 10.718
C21 1.715 -1.193 -3.267
C22 -0.151 0.028 2.387
C23 -2.967 -0.084 -2.814
C24 -1.477 0.984 -4.117
C25 1.228 -3.411 -7.413
C26 6.364 0.285 -3.193
H1 4.734 0.875 -1.979
H2 -3.589 -0.778 -2.272
H3 -3.799 1.709 -2.063
H4 2.946 -0.373 -4.693
H5 5.937 -0.632 -3.568
H6 -1.582 -1.251 -4.034
H7 -0.408 1.948 4.176
H8 -5.881 0.202 11.741
H9 -2.192 3.002 -3.486
H10 -0.003 0.468 -0.770
H11 -2.077 1.528 0.154
H12 -0.681 1.187 -4.815
H13 8.420 2.794 -2.621
H14 8.360 0.495 -4.067
H15 0.185 -0.331 3.349
H16 -0.214 1.149 8.292
H17 -3.464 0.470 8.323
H18 -3.420 0.844 10.799
H19 -0.200 -4.198 -10.228
H20 -2.480 3.008 5.099
H21 -2.080 1.071 2.832
H22 -7.324 -0.584 9.580
H23 -0.351 -3.669 -5.928
H24 1.027 0.836 5.900
H25 0.771 -0.993 -3.846
H26 6.029 2.921 -1.335
H27 -2.482 2.553 7.775
H28 2.025 -3.430 -9.370
H29 1.430 -0.642 0.953
H30 2.115 -3.088 -6.892
H31 -5.655 -0.373 7.453
H32 -1.846 -4.387 -8.080
H33 1.573 -2.144 -2.706

The total charge is -1. The spin multiplicity is 1. The HOMO energy comes out at -5.45 eV. The value obtained for the electronic energy is -1644.1496 a.u. The calculation puts the molar mass at 494.595 u.

Here are the Löwdin charges for atoms 1 to 8, given in e: F -0.135; O -0.084; O -0.073; N -0.002; N 0.031; N -0.031; N 0.022; N -0.010

Table of gap between HOMO and LUMO (eV), in record order: 8.51, 8.02, 7.78